{"formula": "C24H23ClO4S", "method": "the ωB97M-V functional and the def2-TZVPD basis", "homo_energy_ev": -7.584, "gap_ev": 7.9, "largest_force_ha_per_bohr": 0.0394, "spin_multiplicity": 1, "smiles": "COc1ccc(/C=C/[C@H](c2ccc(OC)cc2)[C@H](Cl)S(=O)(=O)c2ccccc2)cc1", "species": ["C", "O", "C", "C", "C", "C", "C", "C", "C", "C", "C", "C", "C", "O", "C", "C", "C", "C", "C", "H", "H", "H", "H", "H", "H", "H", "H", "H", "H", "H", "H", "H", "H", "H", "H", "H", "Cl", "C", "S", "C", "C", "C", "C", "C", "C", "O", "O", "H", "H", "H", "H", "H", "H"], "coordinates": [[2.79465, -5.49993, 3.20226], [3.76273, -4.78426, 2.41689], [3.63433, -3.44641, 2.23109], [4.68801, -2.81026, 1.53176], [4.68888, -1.43119, 1.39274], [3.63288, -0.65763, 1.90618], [3.67739, 0.87401, 1.71699], [2.30899, 1.51845, 1.77004], [2.00005, 2.76717, 1.39782], [0.63763, 3.26750, 1.32835], [0.34975, 4.44298, 0.59362], [-0.92112, 4.96200, 0.54670], [-1.97280, 4.34193, 1.26870], [-3.13888, 5.03762, 1.34432], [-4.17409, 4.61925, 2.26179], [-1.73205, 3.10449, 1.92341], [-0.44150, 2.59826, 1.95485], [2.63889, -1.28768, 2.65884], [2.57153, -2.67645, 2.75179], [3.19216, -6.51165, 3.25347], [2.70233, -5.08552, 4.21154], [1.81897, -5.50979, 2.70528], [5.48820, -3.42503, 1.13448], [5.53423, -0.93418, 0.91521], [4.08234, 1.07888, 0.71465], [1.50059, 0.84305, 2.05094], [2.78169, 3.45432, 1.07424], [1.15912, 4.92949, 0.05354], [-1.15489, 5.87162, -0.00445], [-4.89240, 5.43584, 2.19931], [-4.63219, 3.67877, 1.93470], [-3.79445, 4.51423, 3.28583], [-2.55788, 2.57616, 2.41224], [-0.26731, 1.66024, 2.48264], [1.91048, -0.69938, 3.21776], [1.72780, -3.14435, 3.25367], [4.00498, 1.23091, 4.37932], [4.64854, 1.42874, 2.75399], [5.22962, 3.21322, 2.54264], [6.75370, 3.68034, 3.45437], [6.63995, 4.16171, 4.76066], [7.77100, 4.63079, 5.43704], [9.01916, 4.65889, 4.79422], [9.11379, 4.23281, 3.46132], [7.98033, 3.76866, 2.78671], [5.57223, 3.21488, 1.12650], [4.18421, 4.07303, 3.05082], [5.64207, 0.95426, 2.68766], [5.66632, 4.17410, 5.24301], [7.68179, 4.97307, 6.46826], [9.90670, 5.00483, 5.32971], [10.07498, 4.25857, 2.95258], [8.04639, 3.47591, 1.74478]], "forces_ev_per_a": [[0.4, 0.4, -0.4], [-0.3, -0.3, 0.0], [-0.3, 0.7, 0.2], [-0.5, -0.2, 0.5], [-0.5, -0.1, 0.1], [0.3, 0.3, 0.3], [-0.2, 0.1, -0.3], [-0.3, 0.1, -0.2], [0.7, -0.9, -0.1], [-1.3, 0.3, 0.1], [0.4, -0.8, 0.4], [-1.2, -0.1, 0.4], [0.9, -0.4, 0.4], [-0.4, -0.3, 0.2], [0.6, 0.2, -0.6], [-0.5, 1.0, -0.4], [0.5, 0.3, -0.4], [0.0, 0.1, -0.4], [0.8, -0.4, -0.1], [-0.1, 0.0, 0.1], [0.0, 0.0, -0.1], [0.1, 0.0, 0.1], [0.0, 0.1, 0.1], [-0.3, -0.1, -0.1], [0.2, -0.1, 0.3], [0.2, 0.3, -0.1], [-0.2, -0.2, 0.0], [-0.1, 0.0, 0.1], [0.1, -0.2, 0.2], [-0.1, -0.2, 0.2], [0.0, 0.1, 0.1], [0.0, 0.1, -0.2], [0.4, 0.2, -0.1], [0.0, 0.3, -0.1], [0.1, -0.2, -0.4], [0.3, 0.1, 0.1], [0.1, 0.0, 0.4], [1.8, 0.7, 0.6], [-0.8, 0.3, -1.0], [-0.1, 0.0, 0.0], [0.0, -0.2, 0.1], [0.2, -0.1, -0.4], [-0.5, -0.3, -0.2], [-0.3, 0.1, 0.4], [-0.1, -0.3, 0.1], [0.1, 0.2, 0.7], [0.6, -0.2, 0.0], [-0.5, -0.3, 0.1], [0.1, -0.1, -0.1], [0.0, -0.1, -0.3], [-0.3, -0.1, -0.2], [-0.2, 0.0, 0.0], [0.0, 0.0, 0.1]]}